(1)
25
Properties=species:S:1:pos:R:3:lowdin_charge:R:1 method="wB97M-V/def2-TZVPD" homo_ev=-7.977 relative_energy_ev=1.7022 gap_ev=8.93 charge=0
F 3.0906 -0.3748 0.6589 -0.0440
O -0.0003 -0.0515 2.1708 -0.1199
C 0.3425 0.6091 1.0391 -0.1795
C -2.3330 0.3279 -2.3600 -0.0696
C -0.5266 1.4691 -1.1236 -0.0659
C 0.8616 0.0836 3.2644 -0.0648
C 1.9107 -0.3194 -0.0288 -0.1936
C -0.6729 0.5927 -0.0624 -0.2394
C -1.3503 1.3396 -2.2795 -0.0757
C -1.5969 -0.4532 -0.1803 -0.0797
C 1.4875 -1.7254 -0.6156 -0.0359
C -2.5097 -0.4724 -1.1806 -0.0846
H 1.7493 -0.5299 3.2123 0.0916
H -2.8883 0.0816 -3.2378 0.0848
H 1.3325 1.0838 3.1866 0.1038
H 1.7241 -1.7047 -1.6762 0.0636
H -1.2276 2.0290 -3.2058 0.1265
H 2.1167 -2.5520 -0.2446 0.0762
H 1.9694 0.5218 -0.7773 0.1091
H 0.0533 2.3950 -0.9440 0.1184
H -3.3218 -1.1605 -1.1520 0.0925
H 0.3998 -0.0418 4.1262 0.0412
H 0.8696 1.6514 1.0617 0.1565
H -1.8911 -0.9454 0.7669 0.1303
H 0.4109 -1.8535 -0.4187 0.0580

---

(2)
26
Properties=species:S:1:pos:R:3:lowdin_charge:R:1 method="wB97M-V/def2-TZVPD" homo_ev=-12.938 relative_energy_ev=0.0000 gap_ev=8.64 charge=+1 smiles=I[C@H]1CCCO[C@@H]1[n+]1ccccc1
I -2.9136 0.8065 -0.0105 0.9388
O 1.5380 0.5233 0.2517 -0.0719
N -0.1467 -1.1010 0.3294 -0.0078
C 1.0098 2.8320 -0.4368 -0.1384
C -0.9988 -1.8017 1.0376 -0.1253
C 0.2330 0.3151 0.6686 -0.2504
C 0.2078 -2.9977 -1.0249 -0.0347
C -0.7425 -3.6985 -0.3272 0.0168
C -0.8267 1.1927 -0.3514 -0.6429
C -1.3358 -3.0662 0.7985 -0.0010
C 0.4537 -1.6851 -0.7422 0.0089
C 1.8077 1.8898 0.4584 -0.1972
C -0.4964 2.6696 -0.2084 -0.2767
H 0.6200 -3.3718 -2.0050 0.1521
H 0.1438 0.6153 1.7587 0.1870
H 1.1451 2.4592 -1.4260 0.1131
H 1.3893 3.8676 -0.2685 0.1464
H 2.8103 2.1485 0.3841 0.1092
H 1.8249 2.0376 1.5514 0.1433
H -2.1303 -3.4793 1.3517 0.1182
H -0.9977 3.1416 -1.0910 0.1214
H -0.4858 0.7809 -1.2809 0.0745
H -0.9111 3.1458 0.7461 0.1382
H 1.2953 -1.2721 -1.3263 0.1664
H -0.9658 -4.7886 -0.6675 0.1677
H -1.5278 -1.1636 1.8302 0.1442

---

(3)
30
Properties=species:S:1:pos:R:3:lowdin_charge:R:1 method="wB97M-V/def2-TZVPD" homo_ev="-15.649 / -15.618" gap_ev="6.86 / 5.03" spin_multiplicity=6 charge=+2
Mn 0.5844 0.4231 0.2122 0.4702
O 3.0257 -0.9564 -0.9164 0.2642
O -0.4898 1.2973 -2.6014 0.2239
O -1.4549 2.1078 1.6953 0.2557
O 1.4641 0.9539 1.8069 -0.1613
O -0.2725 -2.1346 1.8578 0.2402
N 3.3232 1.9327 2.3597 -0.1000
C 2.3192 1.8620 1.4996 -0.4207
C -1.9535 -2.6682 -2.0910 -0.0650
C 2.2390 2.6653 0.2424 0.0449
C -0.0085 -1.4833 0.9547 0.0512
C -0.7834 1.3014 1.1990 -0.0130
C -2.9643 -1.9277 -1.4542 -0.0633
C -0.3176 0.7966 -1.5526 0.0443
C 3.3538 0.9346 3.3915 0.0098
C 4.4426 2.8641 2.2672 0.0200
C 2.0194 -0.4703 -0.6013 -0.0197
H -2.9015 -1.8726 -0.3196 0.0508
H 4.0891 3.9001 2.2343 0.1146
H 2.4074 0.9374 3.9571 0.1232
H 5.0818 2.6720 1.3949 0.1192
H 4.1950 1.1715 4.0380 0.1070
H -1.2550 -2.0966 -2.7563 0.0478
H 2.8243 3.6003 0.3318 0.1238
H -1.1914 -3.0775 -1.3738 0.0396
H 3.4905 -0.0729 2.9584 0.1218
H 2.6501 2.1041 -0.6201 0.1127
H -3.0611 -0.8200 -1.6645 0.0520
H 5.0242 2.6986 3.1865 0.1093
H 1.1966 2.9293 0.0208 0.0968